Record 1
The following is a quantum chemistry calculation of the molecule C17H20N4O2S, from the Open Molecules 2025 dataset.

Energy relative to the best compared isomer or geometry (same formula, charge and spin) ... 49.47 kcal per mole
HOMO-LUMO gap ... 9.05 eV
Maximum force ... 0.021 hartree/bohr

Each line ends with the Löwdin charge.
Geometry (Å):
N 2.475 2.523 0.004  0.183
C 1.739 1.689 -0.283  -0.252
C 0.811 0.708 -0.661  -0.206
C 0.122 0.015 0.274  -0.471
S 0.539 0.213 1.983  1.037
C -1.116 0.275 2.785  -0.317
C -1.591 -1.129 3.094  -0.537
O -2.091 -1.829 2.227  0.037
N -1.415 -1.581 4.343  0.112
C -0.831 -0.892 5.450  -0.308
C 0.645 -0.607 5.449  -0.105
C 0.086 -1.664 6.349  -0.088
N -0.872 -0.873 -0.062  0.142
C -1.048 -1.348 -1.331  -0.421
O -1.985 -2.032 -1.647  0.131
C 0.088 -0.974 -2.292  -0.143
C 1.182 -1.856 -1.961  -0.181
N 2.042 -2.548 -1.666  0.203
C 0.510 0.501 -2.136  -0.363
C 1.746 0.816 -2.991  -0.129
C 1.445 0.782 -4.487  -0.179
C 0.320 1.754 -4.828  -0.195
C -0.935 1.424 -4.027  -0.181
C -0.641 1.447 -2.529  -0.108
H -0.978 0.878 3.677  0.074
H -1.803 0.765 2.097  0.100
H -1.721 -2.534 4.496  0.164
H -1.493 -0.163 5.909  0.146
H 0.986 0.320 5.882  0.106
H 1.216 -0.922 4.589  0.086
H 0.038 -1.475 7.410  0.102
H 0.281 -2.695 6.096  0.107
H -1.479 -1.272 0.671  0.110
H -0.244 -1.195 -3.309  0.155
H 2.099 1.816 -2.727  0.120
H 2.546 0.110 -2.752  0.124
H 2.349 1.055 -5.034  0.116
H 1.171 -0.228 -4.798  0.113
H 0.100 1.710 -5.896  0.111
H 0.641 2.771 -4.593  0.117
H -1.717 2.154 -4.243  0.115
H -1.317 0.445 -4.322  0.114
H -1.544 1.183 -1.971  0.128
H -0.354 2.461 -2.239  0.135



Record 2
The following is a quantum chemistry calculation of the molecule C17H20N4O5, from the Open Molecules 2025 dataset.

Energy relative to the best compared isomer or geometry (same formula, charge and spin) ... 0.00 kcal per mole
HOMO-LUMO gap ... 9.29 eV
Maximum force ... 0.014 hartree/bohr

Each line ends with the Löwdin charge.
Geometry (Å):
C 5.392 2.739 -1.423  -0.071
C 4.735 2.509 -2.782  -0.411
C 5.317 1.271 -3.463  -0.075
C 3.210 2.396 -2.634  -0.152
N 2.822 1.311 -1.766  0.098
C 2.276 1.513 -0.568  -0.520
O 1.940 2.565 -0.079  0.077
N 2.051 0.322 0.189  0.199
C 2.349 -0.961 -0.115  -0.426
O 2.948 -1.321 -1.105  0.082
C 1.883 -1.974 0.934  -0.053
O 0.921 -1.450 1.840  -0.002
C -0.345 -1.389 1.391  -0.457
O -0.691 -1.730 0.298  0.163
C -1.257 -0.817 2.465  -0.023
N -2.617 -0.740 1.994  0.017
C -2.968 0.155 1.026  -0.124
N -4.124 0.269 0.503  0.131
C -5.107 -0.594 0.922  -0.218
C -6.384 -0.499 0.359  -0.011
C -7.380 -1.357 0.768  -0.069
C -7.132 -2.325 1.741  -0.074
C -5.881 -2.432 2.305  -0.007
C -4.859 -1.569 1.905  -0.067
C -3.530 -1.679 2.491  -0.355
O -3.188 -2.476 3.342  0.080
H 5.258 1.869 -0.783  0.077
H 6.458 2.914 -1.542  0.076
H 4.951 3.600 -0.927  0.081
H 4.927 3.379 -3.418  0.134
H 6.382 1.404 -3.635  0.078
H 5.185 0.387 -2.843  0.073
H 4.835 1.097 -4.422  0.077
H 2.808 3.313 -2.197  0.123
H 2.754 2.241 -3.617  0.125
H 3.071 0.364 -2.028  0.113
H 1.611 0.509 1.083  0.149
H 1.478 -2.841 0.403  0.144
H 2.738 -2.283 1.540  0.148
H -0.889 0.165 2.777  0.148
H -1.253 -1.495 3.328  0.142
H -2.188 0.828 0.696  0.142
H -6.557 0.254 -0.393  0.112
H -8.365 -1.282 0.331  0.105
H -7.924 -2.990 2.050  0.103
H -5.661 -3.172 3.060  0.119



Record 3
The following is a quantum chemistry calculation of a structure of composition C17H21As2N3O7S2Tc, from the Open Molecules 2025 dataset.

Expectation value of S² ... 3.777
Energy relative to the best compared isomer or geometry (same formula, charge and spin) ... 53.57 kcal per mole
HOMO-LUMO gap (alpha / beta) ... 7.87 / 6.68 eV
Maximum force ... 0.029 hartree/bohr
2S+1 ... 4

Each line ends with the Mulliken spin population.
Geometry (Å):
Tc -0.300 -0.363 0.134  2.702
N 2.285 -0.784 3.712  0.003
C 1.696 -0.684 2.498  0.024
S -0.063 -0.785 2.465  0.046
N 2.427 -0.558 1.446  -0.006
N 1.747 -0.515 0.248  -0.072
C 2.531 -0.559 -0.788  0.076
C 2.180 -0.543 -2.171  0.010
C 3.223 -0.702 -3.103  0.013
C 3.001 -0.651 -4.455  0.005
C 1.704 -0.412 -4.922  0.011
C 0.661 -0.250 -4.042  -0.001
C 0.864 -0.321 -2.653  0.020
O -0.170 -0.198 -1.858  0.043
H 1.704 -0.718 4.526  0.001
H 3.252 -0.515 3.786  0.000
H 3.591 -0.624 -0.556  -0.005
H 4.226 -0.869 -2.726  0.000
H 3.814 -0.795 -5.153  0.001
H 1.512 -0.355 -5.986  0.001
H -0.348 -0.068 -4.388  0.003
O -4.473 0.598 -1.531  -0.002
As -2.802 0.070 -1.768  0.008
O -2.846 -1.375 -2.517  0.010
O -2.255 -0.169 -0.181  0.069
C -2.344 1.522 -3.002  0.001
C -3.052 1.317 -4.186  0.002
C -2.926 2.195 -5.249  0.000
C -2.087 3.295 -5.146  0.000
C -1.392 3.512 -3.970  0.000
C -1.510 2.631 -2.900  0.001
S -0.423 3.157 -1.520  0.003
O -1.224 2.204 -0.408  0.012
O 0.900 2.614 -1.794  -0.003
O -0.297 1.607 0.503  0.059
H -4.943 -0.111 -1.071  0.000
H -3.694 0.449 -4.265  0.000
H -3.489 2.026 -6.157  0.000
H -1.985 3.979 -5.977  0.000
H -0.742 4.375 -3.873  0.000
C 0.411 -4.103 0.616  0.012
As -0.696 -2.814 -0.358  -0.044
C -2.469 -3.471 0.092  0.000
C -0.445 -3.435 -2.184  0.005
H 0.091 -5.123 0.409  -0.001
H 0.327 -3.900 1.683  -0.001
H 1.453 -3.985 0.318  -0.001
H -2.707 -4.344 -0.512  -0.001
H -3.186 -2.686 -0.125  -0.001
H -2.513 -3.723 1.151  0.000
H -0.826 -4.451 -2.276  -0.002
H 0.611 -3.406 -2.451  -0.001
H -1.014 -2.771 -2.833  0.001



Record 4
The following is a quantum chemistry calculation of a structure of composition C17H21AsN5S6W, from the Open Molecules 2025 dataset.

Total charge ... +1
Energy relative to the best compared isomer or geometry (same formula, charge and spin) ... 23.21 kcal per mole
HOMO-LUMO gap ... 6.10 eV
Maximum force ... 0.011 hartree/bohr

Each line ends with the Löwdin charge.
Geometry (Å):
W -0.619 -0.664 -0.101  0.419
N 0.681 -2.628 3.520  0.148
C 0.142 -1.909 4.619  -0.243
C 0.866 -1.716 5.782  -0.010
C 0.298 -0.971 6.806  -0.061
C -0.954 -0.393 6.648  -0.062
C -1.658 -0.561 5.464  -0.066
C -1.115 -1.351 4.462  -0.447
S -1.981 -1.754 2.987  0.968
N -0.660 -1.684 1.868  -0.446
C 0.441 -2.253 2.245  -0.364
C 1.438 -2.544 1.198  -0.185
C 2.619 -3.222 1.433  0.023
C 3.417 -3.592 0.363  -0.009
C 3.001 -3.271 -0.914  -0.006
C 1.834 -2.545 -1.071  -0.118
N 1.067 -2.170 -0.043  -0.047
H 1.523 -3.146 3.707  0.133
H 1.856 -2.142 5.893  0.119
H 0.845 -0.831 7.728  0.113
H -1.384 0.195 7.447  0.114
H -2.630 -0.107 5.324  0.118
H 2.936 -3.476 2.434  0.119
H 4.340 -4.131 0.531  0.127
H 3.568 -3.555 -1.788  0.125
H 1.515 -2.243 -2.055  0.028
S -2.397 0.950 -1.077  0.080
As -3.159 -0.647 0.089  -0.245
S -2.266 -2.419 -0.827  0.044
S 0.384 0.977 0.813  0.203
S -4.830 -0.588 1.246  0.048
C 1.386 4.193 -3.241  -0.066
C 0.183 3.570 -2.551  -0.208
N 0.295 2.113 -2.429  0.006
C -0.201 1.127 -3.149  -0.782
S 0.017 -0.519 -2.583  0.600
N -0.816 1.227 -4.317  0.032
C -1.162 2.390 -5.141  -0.205
C -2.550 2.929 -4.830  -0.066
H 1.273 5.277 -3.277  0.086
H 1.502 3.827 -4.262  0.070
H 2.304 3.966 -2.699  0.082
H -0.750 3.823 -3.043  0.094
H 0.099 3.943 -1.530  0.128
H 0.733 1.787 -1.578  0.028
H -1.209 0.349 -4.622  0.125
H -1.116 2.047 -6.174  0.127
H -0.391 3.147 -5.037  0.093
H -3.309 2.170 -5.019  0.085
H -2.765 3.790 -5.463  0.086
H -2.643 3.232 -3.788  0.064



Record 5
The following is a quantum chemistry calculation of the molecule C17H21BF2IN2O9P, from the Open Molecules 2025 dataset.

HOMO-LUMO gap ... 7.62 eV
Maximum force ... 0.237 hartree/bohr

Each line ends with the Löwdin charge.
Geometry (Å):
C -3.635 -0.846 2.310  -0.136
C -3.386 0.772 2.554  -0.165
B -1.818 1.115 3.038  -0.274
O -1.425 0.805 4.442  0.045
C -0.740 1.751 1.921  -0.200
O 0.348 0.768 1.820  -0.076
C 0.518 0.299 0.405  -0.290
C -0.543 -0.884 0.159  -0.124
C -0.711 -1.423 -1.393  -0.173
C -1.577 -0.430 -2.409  -0.021
C -1.892 -0.826 -3.984  -0.020
C -1.336 -2.247 -4.603  -0.183
C -1.631 -2.755 -6.150  -0.123
C -0.461 -3.237 -3.582  -0.014
C -0.147 -2.839 -1.991  -0.041
C 2.111 0.012 0.214  -0.701
I 2.576 0.004 -1.973  0.968
O 2.737 1.232 0.826  -0.176
C 4.139 1.386 0.512  -0.266
O 4.455 2.507 -0.436  -0.111
C 5.920 2.308 -0.697  -0.145
N 7.154 1.950 -0.985  0.113
P 2.847 -1.459 1.156  0.747
O 3.274 -0.917 2.613  -0.335
O 4.352 -2.095 0.455  -0.240
O 1.839 -2.834 1.414  -0.193
N -0.250 3.135 2.346  0.111
C -0.079 4.055 1.132  -0.160
O 1.099 4.688 0.945  0.066
F -1.161 4.355 0.144  -0.003
C -1.256 3.852 3.220  -0.157
O -1.010 4.103 4.537  0.073
F -2.575 4.403 2.730  -0.004
H -3.921 -0.960 1.157  0.091
H -2.590 -1.376 2.427  0.068
H -4.467 -1.304 3.013  0.094
H -4.110 1.079 3.434  0.122
H -3.607 1.352 1.554  0.106
H -1.714 -0.166 4.551  0.130
H -1.366 1.908 0.945  0.155
H 0.246 1.195 -0.336  0.161
H -0.467 -1.836 0.834  0.126
H -1.618 -0.426 0.418  0.116
H -2.007 0.581 -1.991  0.090
H -2.533 -0.134 -4.681  0.091
H -0.791 -2.478 -6.915  0.085
H -2.693 -2.299 -6.444  0.088
H -1.827 -3.930 -6.067  0.089
H -0.044 -4.257 -3.983  0.086
H 0.441 -3.591 -1.314  0.071
H 4.727 0.458 0.131  0.112
H 4.685 1.715 1.523  0.184
H 4.369 -3.099 0.545  0.092
H 1.552 -3.142 0.506  0.052



Record 6
The following is a quantum chemistry calculation of a structure of composition C17H21BMnN6O3S, from the Open Molecules 2025 dataset.

Expectation value of S² ... 8.758
Energy relative to the best compared isomer or geometry (same formula, charge and spin) ... 12.65 kcal per mole
HOMO-LUMO gap (alpha / beta) ... 8.26 / 8.55 eV
Maximum force ... 0.151 hartree/bohr
2S+1 ... 6

Each line ends with the Mulliken spin population.
Geometry (Å):
H 0.820 -2.285 -1.370  0.001
N 1.539 -0.294 -1.537  0.065
B 2.451 1.904 -2.383  -0.065
N 2.097 0.409 -2.596  -0.003
C 2.221 -0.390 -3.671  0.007
Mn 1.327 0.686 0.416  4.610
H 2.653 0.001 -4.581  0.001
C 1.727 -1.649 -3.329  0.008
H 1.690 -2.519 -3.953  0.001
C 1.291 -1.540 -1.993  -0.004
H 2.948 2.388 -3.354  0.000
C 1.123 0.969 2.470  0.057
H 0.870 0.324 3.324  0.005
H 0.149 1.400 2.208  0.029
H 1.831 1.722 2.823  0.009
N 3.385 1.939 -1.146  0.046
N 1.138 2.624 -1.974  -0.007
N 2.958 1.406 0.090  0.031
N 0.475 2.237 -0.815  0.051
C 4.640 2.389 -1.027  0.039
C 0.463 3.618 -2.579  0.007
H 5.125 2.829 -1.889  0.003
H 0.844 4.044 -3.496  0.001
C 5.072 2.174 0.277  0.009
C -0.665 3.908 -1.813  0.004
C 4.006 1.564 0.950  0.037
C -0.630 3.011 -0.725  -0.008
H 6.033 2.426 0.692  0.001
H -1.415 4.649 -2.003  0.001
H 3.915 1.242 1.979  0.000
H -1.337 2.888 0.083  -0.001
H 1.683 0.106 1.765  -0.004
C -4.935 -4.735 2.638  0.000
C -4.095 -3.589 2.155  0.001
C -4.180 -2.344 2.789  0.000
C -3.472 -1.247 2.301  0.002
C -2.671 -1.411 1.170  0.008
C -2.513 -2.658 0.568  -0.003
C -3.231 -3.742 1.065  0.000
S -1.805 -0.022 0.452  0.005
O -2.323 0.127 -0.891  0.002
O -2.004 1.088 1.372  0.005
O -0.390 -0.545 0.486  0.049
H -4.719 -4.976 3.685  0.000
H -6.004 -4.495 2.575  0.000
H -4.750 -5.626 2.033  0.000
H -4.818 -2.232 3.667  0.000
H -3.536 -0.273 2.779  0.000
H -1.847 -2.776 -0.283  0.000
H -3.132 -4.721 0.595  0.000



Record 7
The following is a quantum chemistry calculation of a structure of composition C17H21BN6Pd, from the Open Molecules 2025 dataset.

Expectation value of S² ... 2.040
Total charge ... +2
HOMO-LUMO gap (alpha / beta) ... 7.01 / 4.32 eV
Maximum force ... 0.115 hartree/bohr
2S+1 ... 3

Each line ends with the Mulliken spin population.
Geometry (Å):
C -2.150 0.644 -2.225  0.013
N -0.904 0.784 -1.752  0.182
N -0.099 1.176 -2.814  0.017
C -0.852 1.269 -3.933  0.006
C -2.158 0.934 -3.600  0.013
B 1.435 1.345 -2.639  -0.026
N 1.668 2.248 -1.397  0.015
N 1.054 1.980 -0.177  0.104
C 1.476 2.900 0.705  0.008
C 2.403 3.738 0.075  0.006
C 2.491 3.304 -1.242  0.009
Pd -0.152 0.329 0.242  0.560
N 1.948 -0.065 -2.228  0.027
N 1.451 -0.660 -1.088  0.303
C 2.005 -1.866 -0.979  -0.003
C 2.901 -2.053 -2.050  0.022
C 2.836 -0.897 -2.815  0.002
H 1.750 -2.536 -0.169  0.001
H 3.339 -0.592 -3.723  0.000
H 3.512 -2.921 -2.233  0.003
H 1.966 1.766 -3.621  0.000
H 3.078 3.660 -2.077  0.000
H -0.398 1.560 -4.870  0.000
H 2.939 4.541 0.537  0.001
H -3.003 0.896 -4.261  0.002
H 1.125 2.910 1.725  0.001
H -2.974 0.336 -1.600  0.000
H 0.998 -0.267 2.002  0.026
C 0.281 0.477 2.390  0.004
H 0.862 1.313 2.789  0.001
H -0.552 0.940 1.719  -0.025
H -0.279 -0.017 3.188  0.005
C -1.376 -1.330 0.377  -0.004
C -1.777 -1.727 1.747  0.193
C -2.822 -1.034 2.380  0.119
C -3.128 -1.321 3.710  0.025
C -2.410 -2.310 4.400  0.241
C -1.376 -3.008 3.758  0.040
C -1.056 -2.726 2.428  0.090
H -0.793 -2.104 -0.128  0.004
H -2.229 -1.018 -0.228  0.007
H -3.364 -0.261 1.827  -0.002
H -3.932 -0.775 4.210  0.002
H -2.664 -2.542 5.435  0.001
H -0.821 -3.776 4.294  0.003
H -0.248 -3.243 1.912  0.005



Record 8
The following is a quantum chemistry calculation of the molecule C17H21BrN2O5S, from the Open Molecules 2025 dataset.

HOMO-LUMO gap ... 9.07 eV
Maximum force ... 0.020 hartree/bohr

Each line ends with the Löwdin charge.
Geometry (Å):
C -1.877 -4.489 0.910  -0.067
C -0.452 -4.284 0.401  -0.140
C -0.230 -2.842 0.024  -0.409
O -1.117 -2.111 -0.387  0.033
N 1.047 -2.383 0.126  0.019
C 2.258 -3.175 -0.066  -0.097
C 3.154 -2.293 -0.959  -0.073
C 2.599 -0.920 -0.715  -0.139
C 3.114 0.315 -1.027  -0.055
C 2.403 1.437 -0.605  -0.660
Br 3.074 3.160 -1.020  0.753
C 1.258 1.326 0.162  -0.116
C 0.723 0.078 0.452  -0.146
S -0.446 0.004 1.845  0.701
O 0.169 0.888 2.792  -0.268
O -0.618 -1.371 2.214  -0.258
N -1.923 0.635 1.508  -0.219
C -2.081 2.059 1.332  -0.181
C -2.182 2.454 -0.144  -0.159
C -3.273 1.636 -0.833  -0.144
C -2.974 0.149 -0.654  -0.214
C -4.018 -0.754 -1.302  -0.508
O -5.082 -0.366 -1.696  0.122
O -3.660 -2.034 -1.376  0.112
C -2.918 -0.167 0.850  -0.138
C 1.378 -1.038 -0.036  -0.137
H -2.603 -4.270 0.130  0.074
H -2.057 -3.826 1.753  0.080
H -2.012 -5.517 1.234  0.078
H 0.264 -4.565 1.173  0.121
H -0.281 -4.909 -0.481  0.128
H 2.026 -4.134 -0.527  0.123
H 2.735 -3.350 0.904  0.135
H 4.205 -2.368 -0.686  0.124
H 3.055 -2.562 -2.014  0.126
H 4.046 0.422 -1.559  0.115
H 0.798 2.204 0.585  0.101
H -1.238 2.537 1.833  0.111
H -3.000 2.356 1.850  0.135
H -2.404 3.519 -0.214  0.117
H -1.230 2.270 -0.646  0.102
H -4.249 1.859 -0.399  0.125
H -3.320 1.881 -1.895  0.126
H -1.997 -0.084 -1.092  0.144
H -2.753 -2.178 -1.021  0.064
H -2.658 -1.207 1.042  0.106
H -3.892 0.048 1.304  0.153